Computed, not measured: a 2-piece molecular cluster, CIO4S overall, with ωB97M-V/def2-TZVPD.

Computed properties:
- 2S+1 = 3
- net charge = -1
- relative energy (zero: lowest compared OMol25 entry of this formula, charge and spin) (kJ/mol) = 19.1
- calculated total energy (eV) = -28161.98109
- Kohn-Sham gap (alpha / beta) (eV) = 4.93 / 5.38
- max |F| (hartree/bohr) = 0.1362

Geometry (Å):
C1 0.5827 2.0911 -0.9337
O1 1.1025 -2.1207 -0.9047
O2 1.6045 2.4931 -1.2949
O3 -0.6187 -1.3365 0.6500
O4 1.7368 -0.7491 1.0574
S1 0.7027 -1.1979 0.2011
I1 -1.2861 2.7114 -2.5711

Mulliken atomic charge list, values in e, 2 entries: C 0.13; O -0.53

Computed, not measured: a 2-piece molecular cluster, C6H12N2 overall, with ωB97M-V/def2-TZVPD.

Computed properties:
- net charge = 0
- relative energy (zero: lowest compared OMol25 entry of this formula, charge and spin) (kJ/mol) = 23.5
- calculated total energy (eV) = -9396.60636
- SMILES string = Cc1c[nH]cn1.CC
- Kohn-Sham gap (eV) = 9.57
- max |F| (hartree/bohr) = 0.0196

Geometry (Å):
C1 -0.6745 2.0862 -0.6487
C2 -0.5965 0.8143 -1.4097
C3 0.1583 0.6236 -2.5260
N1 -0.0183 -0.7012 -2.8603
C4 -0.7922 -1.2476 -1.8853
N2 -1.1607 -0.3674 -1.0020
H1 -1.3641 2.0152 0.1932
H2 -1.0794 2.9085 -1.2382
H3 0.2969 2.3913 -0.2492
H4 0.6240 1.3143 -3.2063
H5 0.5808 -1.3166 -3.3869
H6 -1.1201 -2.2748 -1.9039
C5 0.4565 -0.8109 1.7667
C6 0.8507 -0.7850 3.2492
H7 -0.5478 -1.1910 1.6264
H8 0.5455 0.2031 1.3808
H9 1.0626 -1.4617 1.1436
H10 0.0136 -0.3516 3.7927
H11 1.6942 -0.1090 3.4303
H12 1.0703 -1.7398 3.7335

Mulliken atomic charge list, values in e, 2 entries: C -1.34; C 0.76

Computed, not measured: a 2-piece molecular cluster, CH2FO4S overall, with ωB97M-V/def2-TZVPD.

Computed properties:
- 2S+1 = 3
- net charge = -1
- relative energy (zero: lowest compared OMol25 entry of this formula, charge and spin) (kJ/mol) = 0.0
- calculated total energy (eV) = -22810.16209
- Kohn-Sham gap (alpha / beta) (eV) = 6.52 / 7.49
- max |F| (hartree/bohr) = 0.1237

Geometry (Å):
C1 0.3231 -0.9510 -0.3257
O1 -2.3187 -0.2812 0.3767
O2 -1.1754 0.8920 -1.3903
O3 -0.3755 1.1684 0.8776
O4 0.2019 -1.9876 0.2468
F1 2.1066 0.7292 0.5914
S1 -1.0522 0.2943 -0.0459
H1 1.2340 -0.7291 -0.8585
H2 1.0561 0.8649 0.5278

Mulliken atomic charge list, values in e, 2 entries: C -0.33; O -0.59

Computed, not measured: a 2-piece molecular cluster, CH3Br overall, with ωB97M-V/def2-TZVPD.

Computed properties:
- net charge = 0
- relative energy (zero: lowest compared OMol25 entry of this formula, charge and spin) (kJ/mol) = 424.0
- calculated total energy (eV) = -71123.37480
- Kohn-Sham gap (alpha / beta) (eV) = 10.56 / 8.35
- max |F| (hartree/bohr) = 0.0125

Geometry (Å):
C1 -0.3186 -0.1142 0.4237
Br1 0.5892 -1.1467 1.6137
H1 0.8602 0.8943 -2.1887
H2 -0.5807 -0.5340 -0.5290
H3 -0.5501 0.9006 0.6803

Mulliken atomic charge list, values in e, 2 entries: C -0.67; Br -0.04

Q: Which of these has the lowest max |F|?
A: CH3Br

Q: Number 3 is which compound?
A: CH2FO4S

Q: What is the formula in the second record?
A: C6H12N2